C21H24F4N3O4SV | the ωB97M-V functional and the def2-TZVPD basis

Last column: Mulliken charge in e.
Positions of all 58 atoms, in Å:
V1 0.03 -0.16 0.59  0.417
C1 2.91 1.55 -0.54  -1.381
C2 3.05 0.53 0.57  -0.793
N1 2.17 -0.69 0.49  0.930
C3 2.68 -1.59 1.58  -0.669
C4 1.90 -2.87 1.85  -1.299
C5 2.34 -1.37 -0.83  -1.166
C6 1.38 -0.81 -1.87  -0.938
N2 0.11 -0.54 -1.18  0.496
C7 -1.12 -0.90 -1.78  -0.824
C8 -2.07 0.06 -2.10  0.617
F1 -1.84 1.34 -1.84  -0.406
C9 -3.27 -0.32 -2.68  0.223
F2 -4.18 0.62 -2.96  -0.356
C10 -3.55 -1.65 -2.94  -0.294
C11 -2.62 -2.60 -2.60  0.112
F3 -2.87 -3.89 -2.80  -0.352
C12 -1.41 -2.24 -2.02  0.986
F4 -0.52 -3.17 -1.68  -0.341
H1 3.44 2.45 -0.24  0.402
H2 1.87 1.84 -0.72  0.266
H3 3.35 1.22 -1.48  0.351
H4 2.84 1.00 1.52  0.446
H5 4.08 0.17 0.59  0.567
H6 2.71 -0.98 2.48  0.499
H7 3.71 -1.84 1.32  0.413
H8 0.94 -2.68 2.32  0.191
H9 2.49 -3.46 2.55  0.462
H10 1.74 -3.48 0.97  0.338
H11 2.10 -2.42 -0.68  0.533
H12 3.38 -1.30 -1.15  0.261
H13 1.23 -1.55 -2.66  0.464
H14 1.74 0.10 -2.33  0.444
H15 -4.49 -1.93 -3.39  0.557
C13 -7.02 -3.36 -0.57  -1.436
C14 -5.79 -2.75 0.04  0.975
C15 -4.89 -3.53 0.76  -1.077
C16 -3.75 -2.97 1.32  -0.643
C17 -3.52 -1.61 1.13  0.570
C18 -4.39 -0.81 0.42  -0.135
C19 -5.53 -1.39 -0.12  -1.058
S1 -2.12 -0.91 1.90  1.192
O1 -0.90 -1.70 1.45  -0.412
O2 -2.30 -0.82 3.31  -0.651
N3 -1.73 0.44 1.15  0.187
C20 -1.85 1.77 1.72  -0.658
C21 -0.43 2.32 1.83  0.337
O3 -0.15 3.38 2.27  -0.536
O4 0.49 1.42 1.36  -0.522
H16 -7.27 -4.30 -0.08  0.396
H17 -6.85 -3.57 -1.63  0.289
H18 -7.87 -2.69 -0.50  0.386
H19 -5.08 -4.58 0.90  0.402
H20 -3.06 -3.58 1.89  0.512
H21 -4.20 0.25 0.29  0.465
H22 -6.23 -0.77 -0.66  0.442
H23 -2.30 1.75 2.71  0.464
H24 -2.44 2.42 1.07  0.356

Summary:
Frontier orbital gap (alpha / beta) ... 7.5041 / 8.1388 eV
2S+1 ... 2
E_HOMO (alpha / beta) ... -12.4 / -12.5 eV
Electronic energy ... -3021.32082 a.u.
Expectation value of S² ... 0.77
Net charge ... +1